[1]
{
  "formula": "C37H56BrN12O2",
  "method": "ωB97M-V/def2-TZVPD",
  "total_charge": 1,
  "species": ["C", "C", "C", "C", "C", "C", "C", "C", "C", "O", "C", "C", "O", "N", "C", "C", "Br", "C", "C", "H", "H", "H", "H", "H", "H", "H", "H", "H", "H", "H", "H", "H", "H", "H", "H", "H", "H", "H", "H", "H", "H", "H", "C", "C", "N", "H", "H", "H", "C", "C", "N", "H", "H", "H", "C", "C", "N", "H", "H", "H", "C", "C", "N", "H", "H", "H", "C", "C", "N", "H", "H", "H", "C", "C", "N", "H", "H", "H", "C", "C", "N", "H", "H", "H", "C", "C", "N", "H", "H", "H", "C", "C", "N", "H", "H", "H", "C", "C", "N", "H", "H", "H", "C", "C", "N", "H", "H", "H"],
  "xyz": [[2.59050, -1.37323, -0.01390], [3.37326, -1.97083, -0.69656], [4.08597, -2.91702, -1.56093], [3.21337, -4.23731, -1.71504], [3.05286, -4.38744, -3.23213], [3.13044, -5.78087, -3.92469], [1.70715, -6.09922, -4.43534], [0.79678, -6.56329, -3.27320], [-0.03263, -5.44142, -2.64860], [-0.79824, -4.72201, -3.61878], [-1.05226, -3.43334, -3.26516], [-1.17024, -3.02229, -1.80603], [-1.22028, -2.62202, -4.13330], [3.77727, -3.25451, -3.85070], [4.27540, -2.46734, -2.97712], [4.97626, -1.18476, -3.32900], [5.83037, -1.29066, -5.07356], [3.96297, -0.01092, -3.22656], [2.55382, -0.35142, -3.75502], [1.91740, -1.00618, 0.72593], [5.01415, -3.23834, -1.08162], [2.26097, -3.96629, -1.26537], [3.57488, -5.11540, -1.18943], [2.00195, -4.11832, -3.38783], [3.42225, -6.52585, -3.18690], [3.85918, -5.72460, -4.73496], [1.33473, -5.21401, -4.95386], [1.76946, -6.89318, -5.18118], [1.44986, -6.88840, -2.45949], [0.18115, -7.39834, -3.59358], [-0.72888, -5.92099, -1.95351], [0.59450, -4.79082, -2.03956], [-0.42784, -2.24511, -1.62781], [-2.15198, -2.57929, -1.64242], [-1.03631, -3.82828, -1.08672], [3.86178, -3.09993, -4.84875], [5.75116, -1.00088, -2.58891], [4.32999, 0.85042, -3.77860], [3.85831, 0.22761, -2.16884], [1.98000, 0.54826, -3.96185], [1.99373, -0.91384, -3.00224], [2.58566, -0.94812, -4.66888], [-4.66320, -1.26732, -3.42706], [-4.23608, -1.06740, -2.04124], [-3.89431, -0.91085, -0.95630], [-5.65215, -1.72052, -3.44477], [-4.69809, -0.30932, -3.94097], [-3.95610, -1.92006, -3.93709], [-5.92482, 0.44526, 0.21450], [-5.83707, 1.41599, 1.30958], [-5.76845, 2.18400, 2.15979], [-6.59402, -0.36542, 0.49405], [-6.30997, 0.93377, -0.67776], [-4.94071, 0.03468, -0.00285], [-3.08865, 4.05607, 3.69821], [-1.66692, 3.80396, 3.47305], [-0.55822, 3.56328, 3.29465], [-3.35887, 3.78702, 4.71760], [-3.30877, 5.10524, 3.53338], [-3.67862, 3.45720, 3.00592], [2.47057, 4.71841, 4.34030], [3.86751, 4.36628, 4.07556], [4.95876, 4.07888, 3.86783], [2.22236, 4.50046, 5.37744], [2.31534, 5.77967, 4.15658], [1.81576, 4.14353, 3.68983], [-3.03245, -4.99737, 1.84639], [-1.78257, -5.52036, 1.29306], [-0.79814, -5.91912, 0.85998], [-2.91096, -4.81072, 2.91107], [-3.29267, -4.06540, 1.34770], [-3.83167, -5.72044, 1.69785], [2.42174, 2.79665, 8.73204], [1.84719, 4.09698, 8.37831], [1.39216, 5.11113, 8.09187], [3.49436, 2.80513, 8.54950], [2.24099, 2.58708, 9.78428], [1.96564, 2.01738, 8.13149], [5.18834, 1.15780, -7.81131], [4.68308, 2.52374, -7.96205], [4.28094, 3.59094, -8.07965], [6.22833, 1.10956, -8.12867], [5.11744, 0.85921, -6.76621], [4.59737, 0.47665, -8.42081], [-1.18775, 0.32019, 8.59742], [0.20681, -0.02518, 8.31384], [1.30078, -0.29086, 8.09139], [-1.41763, 0.09616, 9.63679], [-1.34762, 1.38165, 8.41678], [-1.84754, -0.25659, 7.95301], [-1.07352, 7.08301, 1.39685], [-2.50327, 6.80252, 1.54296], [-3.62370, 6.58277, 1.66388], [-0.49660, 6.32852, 1.92927], [-0.80237, 7.06544, 0.34342], [-0.84871, 8.06484, 1.80820], [-6.15152, 8.38622, 0.94129], [-6.81439, 9.64530, 0.59003], [-7.32984, 10.63249, 0.31533], [-5.07857, 8.48545, 0.81632], [-6.36490, 8.13147, 1.97654], [-6.51158, 7.58729, 0.29705], [-1.23285, 0.44568, 1.66224], [-0.84593, -0.96475, 1.59194], [-0.56758, -2.07728, 1.53585], [-0.83928, 0.89718, 2.57110], [-0.83801, 0.98088, 0.80105], [-2.31812, 0.52760, 1.66474]],
  "forces_ev_per_angstrom": [[0.23, -0.37, 0.28], [-0.06, 0.07, -0.36], [-0.67, -1.35, 0.68], [0.28, 1.20, -0.24], [-2.11, -0.66, -0.29], [-0.26, 1.08, 0.09], [0.69, -0.66, -0.01], [0.32, 1.07, -0.42], [-0.61, -1.48, 0.54], [0.65, 0.57, 0.45], [-0.42, 0.33, -0.10], [0.16, -0.54, -0.05], [-0.13, 0.08, -0.28], [0.37, -0.74, 1.54], [1.12, 0.92, -0.52], [-0.46, 0.21, 0.36], [-0.16, -0.11, 0.21], [-0.90, -0.30, -0.37], [0.23, -0.19, 0.21], [-0.05, 0.28, -0.09], [0.40, 0.55, -0.34], [-0.08, -0.36, -0.06], [0.44, 0.08, -0.12], [0.21, 0.26, -0.26], [0.34, -0.05, -0.15], [0.05, -0.27, 0.01], [-0.30, -0.13, -0.01], [-0.01, 0.01, 0.03], [-0.19, -0.40, 0.01], [-0.17, 0.05, 0.08], [0.10, 0.14, 0.11], [-0.06, 0.13, -0.25], [-0.01, 0.02, 0.12], [0.11, 0.02, -0.14], [0.02, 0.11, 0.00], [0.04, 0.03, -0.11], [0.22, -0.15, -0.16], [0.38, -0.02, 0.19], [0.24, 0.21, -0.03], [0.08, 0.06, -0.03], [0.00, -0.05, -0.09], [-0.03, 0.14, -0.10], [0.04, 0.00, 0.20], [0.09, -0.13, -0.37], [0.88, -0.72, -0.77], [-0.02, 0.00, 0.00], [0.01, 0.02, -0.01], [0.05, 0.02, 0.00], [-0.31, 0.56, 0.66], [-0.21, -0.17, -0.29], [0.18, 0.01, 0.08], [-0.05, -0.03, 0.03], [-0.03, 0.06, -0.04], [-0.56, 0.43, 0.48], [0.12, -0.10, 0.05], [-0.25, -0.08, 0.10], [0.04, 0.02, -0.11], [0.05, -0.03, 0.01], [-0.06, 0.03, -0.02], [-0.08, 0.04, 0.00], [0.23, -0.08, -0.06], [-0.21, 0.06, 0.07], [0.03, -0.03, -0.04], [-0.02, 0.05, 0.01], [0.01, 0.02, 0.03], [-0.04, 0.00, 0.03], [0.15, -0.08, -0.07], [-0.16, 0.15, 0.11], [0.06, -0.02, -0.18], [0.01, 0.01, 0.00], [0.03, 0.02, 0.01], [-0.01, -0.01, 0.01], [-0.03, 0.33, -0.02], [0.11, -0.18, 0.07], [-0.03, -0.01, -0.08], [0.01, 0.00, 0.01], [0.01, -0.01, 0.01], [0.04, -0.07, -0.03], [-0.09, 0.23, 0.00], [0.07, -0.20, -0.03], [-0.03, 0.03, 0.04], [0.01, 0.00, 0.01], [0.01, 0.03, -0.10], [0.00, 0.00, -0.01], [0.20, -0.04, -0.03], [-0.22, -0.02, 0.03], [-0.04, -0.02, -0.02], [-0.01, 0.00, 0.01], [0.00, 0.01, 0.01], [-0.01, 0.00, 0.00], [-0.17, -0.04, 0.03], [0.19, 0.08, -0.05], [0.11, -0.01, -0.03], [0.00, -0.01, 0.00], [0.00, 0.01, -0.01], [0.00, 0.01, 0.00], [-0.20, 0.28, -0.09], [0.08, -0.20, 0.06], [-0.01, 0.03, -0.02], [0.03, -0.02, 0.01], [0.03, -0.02, 0.01], [0.02, -0.02, 0.01], [0.08, -0.16, 0.06], [-0.24, 0.23, 0.01], [0.10, -0.04, -0.08], [0.03, 0.03, -0.02], [-0.01, 0.03, 0.00], [-0.02, -0.02, -0.03]]
}

=====

[2]
{
  "formula": "C2H2ClFO2",
  "method": "ωB97M-V/def2-TZVPD",
  "de_lowest_kcal_mol": 31.4,
  "total_charge": 0,
  "smiles": "O=CO[C@@H](F)Cl",
  "species": ["O", "C", "O", "C", "F", "Cl", "H", "H"],
  "xyz": [[-1.80845, -0.59641, 0.24137], [-0.77391, -0.96906, 0.67335], [0.40445, -0.53447, 0.44610], [0.60473, 0.86062, -0.42330], [1.47213, 1.60458, 0.18498], [1.06457, 0.42362, -2.07339], [-0.47243, -1.84400, 1.35839], [-0.49108, 1.05513, -0.40751]],
  "forces_ev_per_angstrom": [[-1.45, 0.47, -0.32], [0.40, -2.53, 1.53], [4.51, 3.83, -2.04], [-3.00, -3.76, 0.12], [0.00, 0.04, 0.30], [0.11, 0.18, 0.90], [-1.66, 0.49, -0.43], [1.10, 1.29, -0.06]]
}

=====

Calculated Kohn-Sham gap (eV), listed in the same order as above: 8.52, 11.65